# 1
Density functional theory data (ωB97M-V/def2-TZVPD) for C15H11NO2S6Sn as an isolated structure.

Properties
Charge = -2
Orbital gap = 5.49 eV
Spin multiplicity = 1

CARTESIAN COORDINATES (ANGSTROEM)
Sn -0.16 0.31 0.03
S -0.14 0.35 2.61
S -0.94 -1.52 3.00
S -2.71 -1.52 1.97
S -2.17 -1.50 0.00
C 4.78 0.26 -0.19
C 3.40 -0.38 -0.37
O 2.45 0.36 -0.61
C 3.32 -1.82 -0.28
C 4.47 -2.61 -0.22
C 4.41 -3.98 -0.16
C 3.16 -4.62 -0.17
C 2.02 -3.89 -0.22
C 2.03 -2.45 -0.23
O 0.93 -1.84 -0.19
H 4.64 1.34 -0.18
H 5.42 0.00 -1.03
H 5.24 -0.06 0.73
H 5.45 -2.14 -0.25
H 5.32 -4.57 -0.10
H 3.11 -5.70 -0.14
H 1.04 -4.35 -0.23
S 0.39 3.68 -0.48
C -1.23 3.46 -0.34
N -1.88 2.33 -0.32
C -3.23 2.46 -0.27
C -4.14 1.41 -0.30
C -5.49 1.69 -0.27
C -5.95 3.00 -0.20
C -5.06 4.06 -0.18
C -3.71 3.78 -0.22
S -2.37 4.89 -0.25
H -3.78 0.40 -0.35
H -6.20 0.88 -0.30
H -7.02 3.20 -0.16
H -5.41 5.09 -0.14

Here are the Löwdin charges for atoms 1 to 2, given in e: atom 1 (Sn): 0.830, atom 2 (S): -0.156

# 2
Density functional theory data (ωB97M-V/def2-TZVPD) for C15H12Al2B2Br2Cl3F9LiNO15Rb as an isolated structure.

Properties
Charge = +1
Orbital gap = 0.90 eV
Spin multiplicity = 1

CARTESIAN COORDINATES (ANGSTROEM)
C 3.98 -5.48 -1.23
C 3.58 -3.94 -0.97
C 4.60 -2.75 -0.97
F 5.99 -3.03 -1.17
C 4.18 -1.24 -0.76
C 2.66 -0.89 -0.50
Cl 2.05 0.78 -0.20
C 1.67 -2.08 -0.48
C 2.07 -3.58 -0.71
C 0.73 -4.44 -0.64
O 0.55 -5.71 -0.55
N -0.40 -3.48 -0.75
C 0.10 -2.17 -0.25
O -0.64 -1.33 0.29
H 4.19 -5.98 -0.22
H 4.88 -5.52 -1.93
H 3.05 -5.95 -1.72
H 4.93 -0.37 -0.79
H -0.62 -3.33 -1.75
Rb 1.09 -7.15 -2.26
B -2.92 0.98 0.14
O -4.22 1.61 -0.14
C -4.19 2.81 0.42
O -5.11 3.61 0.37
C -2.91 3.03 1.07
O -2.58 4.03 1.67
O -2.14 1.96 0.92
F -2.24 0.68 -1.09
F -3.11 -0.22 0.90
Cl 4.76 -8.56 -0.96
Li -4.44 4.68 2.00
Br 7.30 -0.48 -0.44
C 9.18 -0.16 -0.02
C 10.03 -1.36 -0.38
Br 9.84 -2.78 0.94
H 9.22 0.10 1.04
H 9.46 0.70 -0.62
H 11.09 -1.09 -0.35
H 9.79 -1.78 -1.35
O -3.23 -2.94 -2.44
H -3.06 -2.08 -2.92
H -4.15 -2.94 -2.01
H -2.51 -3.13 -1.76
B -7.87 2.30 5.90
O -8.58 3.56 5.60
C -7.78 4.29 4.84
O -8.06 5.38 4.41
C -6.52 3.56 4.60
O -5.59 3.95 3.94
O -6.56 2.40 5.22
F -8.60 1.19 5.40
F -7.67 2.17 7.31
F -5.42 7.17 0.67
Al -6.10 8.46 -0.35
F -7.66 7.92 -1.01
F -4.98 8.82 -1.68
F -6.35 9.92 0.63
Al -4.66 -4.40 -1.97
O 4.73 1.28 -3.01
Cl 4.00 0.85 -4.18
O 2.87 1.72 -4.39
O 3.53 -0.51 -3.98
O 4.88 0.89 -5.33

Here are the Löwdin charges for atoms 1 to 2, given in e: atom 1 (C): -0.125, atom 2 (C): -0.032

Number 1: largest force on an atom 1.36 eV Å⁻¹, HOMO level -0.898 eV. Number 2: largest force on an atom 6.90 eV Å⁻¹, HOMO level -11.305 eV.